{
  "formula": "C4H9NO2",
  "method": "ωB97M-V/def2-TZVPD",
  "relative_energy_kcal_mol": 26.8,
  "homo_energy_ev": -9.7,
  "max_force_ev_per_a": 1.3,
  "lumo_ev": 0.864,
  "species": ["N", "C", "O", "C", "C", "C", "O", "H", "H", "H", "H", "H", "H", "H", "H", "H"],
  "xyz": [[2.0071, -0.2862, -0.2216], [1.2334, 0.7295, 0.4355], [1.3117, 1.9016, 0.1684], [0.1482, 0.1397, 1.3155], [-0.7591, -0.8114, 0.5222], [-1.4483, -0.1505, -0.6575], [-0.5433, 0.0243, -1.7707], [1.4830, -0.4080, -1.0974], [2.8507, 0.1649, -0.5767], [-0.4221, 0.9360, 1.7875], [0.6628, -0.4491, 2.0734], [-1.5359, -1.0939, 1.1896], [-0.2455, -1.7284, 0.2361], [-1.7535, 0.8435, -0.3182], [-2.2971, -0.7347, -1.0020], [-0.6921, 0.9226, -2.0842]],
  "forces_ev_per_angstrom": [[0.3, 0.6, -0.4], [-0.9, -0.3, -0.8], [0.4, 0.2, 0.5], [0.7, -0.2, -0.3], [0.3, 0.3, -0.4], [0.7, 0.3, -0.1], [-0.3, 0.1, 0.3], [-0.2, -0.5, 0.3], [0.1, 0.1, 0.3], [0.0, 0.1, 0.0], [-0.1, 0.0, 0.2], [-0.8, -0.5, 0.7], [0.1, 0.1, -0.1], [-0.4, -0.1, -0.1], [-0.2, 0.0, 0.1], [0.2, -0.2, -0.2]],
  "nbo_charge": [-0.909, 0.717, -0.568, -0.508, -0.418, -0.068, -0.747, 0.407, 0.372, 0.220, 0.235, 0.216, 0.224, 0.169, 0.177, 0.480]
}

---

{
  "formula": "C4H9NO2",
  "method": "ωB97M-V/def2-TZVPD",
  "relative_energy_kcal_mol": 18.1,
  "homo_energy_ev": -8.5,
  "max_force_ev_per_a": 1.2,
  "lumo_ev": 0.772,
  "species": ["N", "C", "C", "C", "C", "O", "O", "H", "H", "H", "H", "H", "H", "H", "H", "H"],
  "xyz": [[1.1274, -0.7939, -1.3671], [0.7047, 0.5661, -1.4720], [0.0406, 1.1274, -0.2147], [-0.9942, 0.2224, 0.4220], [-0.3776, -0.6891, 1.4766], [0.7711, -1.0146, 1.5841], [-1.3176, -1.0779, 2.3674], [0.9303, -1.4617, -2.0886], [1.3323, -1.2463, -0.4961], [-0.0014, 0.6560, -2.2865], [1.5406, 1.2224, -1.7363], [-0.4501, 2.0674, -0.4911], [0.7767, 1.4103, 0.5307], [-1.5663, -0.2869, -0.3432], [-1.6435, 0.8513, 1.0341], [-0.8729, -1.5530, 3.0805]],
  "forces_ev_per_angstrom": [[0.4, -1.1, -0.2], [0.1, 0.2, 0.3], [0.1, 0.4, -0.3], [0.6, 0.5, 0.9], [-0.7, -0.2, -0.5], [0.3, 0.0, 0.1], [-0.1, 0.2, 0.0], [-0.2, 0.3, -0.2], [0.0, 0.5, 0.3], [-0.3, -0.1, -0.3], [0.0, 0.1, 0.0], [0.0, -0.1, -0.1], [0.3, -0.1, 0.1], [-0.2, -0.4, 0.2], [-0.4, -0.1, -0.3], [0.1, -0.2, 0.0]],
  "nbo_charge": [-0.894, -0.201, -0.402, -0.523, 0.810, -0.608, -0.687, 0.370, 0.395, 0.179, 0.170, 0.209, 0.211, 0.244, 0.234, 0.493]
}

---

Number 1: E -9878.899 eV, gap between HOMO and LUMO 10.523 eV. Number 2: E -9879.274 eV, gap between HOMO and LUMO 9.258 eV.